Entry 1:
Entry from the Open Molecules 2025 dataset: a structure of composition C47H42F3MgN9O3S (ωB97M-V with the def2-TZVPD basis set).

```
106
Properties=species:S:1:pos:R:3:forces:R:3:mulliken_charge:R:1
Mg -0.07010 -0.00931 0.21783 0.00 -0.12 -0.68 2.343
C 1.95657 0.88070 6.95946 -0.03 0.06 -0.11 -1.621
C 1.20565 0.76342 5.65831 0.00 -0.05 0.12 0.187
C -0.12111 1.17512 5.54062 0.07 -0.04 -0.04 -0.997
C -0.78063 1.11369 4.33516 0.06 -0.09 -0.06 -0.782
C -0.17194 0.62904 3.15210 -0.13 0.12 -0.04 0.645
N -0.78250 0.63865 1.93990 -0.20 0.18 0.86 0.341
C -2.14337 0.75086 1.79300 0.08 0.21 0.19 0.283
C -3.07904 0.09658 2.61004 -0.18 -0.06 -0.19 0.079
C -4.43407 0.17674 2.36723 0.06 0.04 -0.01 -1.105
C -4.93357 0.90810 1.29073 -0.10 0.02 0.04 0.256
C -6.41302 0.99273 1.01660 0.12 -0.05 -0.06 -1.594
C -4.02472 1.54382 0.46253 0.09 -0.01 -0.16 -0.596
C -2.65643 1.49098 0.70397 -0.18 -0.25 0.40 -0.058
N -1.77998 2.26886 -0.10743 -0.18 0.43 -0.07 0.502
C -2.08592 3.43151 -0.73448 0.19 0.12 -0.11 -0.213
C -0.93783 3.88531 -1.34215 -0.08 0.00 -0.01 -1.404
C 0.03283 2.92517 -1.02640 -0.14 0.06 0.10 -0.371
N -0.48737 1.96436 -0.27870 0.07 0.83 -0.45 -0.088
C 1.18496 0.24398 3.27897 -0.33 0.17 0.39 0.181
C 1.83280 0.31734 4.51071 0.07 -0.01 -0.13 -0.308
N 1.98300 -0.10258 2.14434 0.28 -0.30 0.11 0.170
C 3.15860 -0.75892 2.18806 0.05 -0.04 -0.27 -0.227
C 3.83150 -0.50033 1.01192 0.06 0.09 -0.03 -1.254
C 2.96639 0.32621 0.29081 0.11 -0.07 0.33 -0.578
N 1.83832 0.53520 0.96087 0.50 0.31 0.01 -0.360
H 1.28361 0.75620 7.80786 0.04 -0.03 0.03 0.393
H 2.74521 0.13102 7.02850 -0.01 -0.02 0.05 0.376
H 2.42786 1.86299 7.05263 0.00 -0.01 0.04 0.281
H -0.63469 1.57273 6.40925 -0.02 -0.01 0.00 0.377
H -1.79935 1.46692 4.26562 -0.01 0.03 0.04 0.417
H -2.71317 -0.52610 3.41538 0.03 0.05 0.03 0.622
H -5.11779 -0.36047 3.01447 -0.03 0.01 -0.01 0.317
H -6.98759 0.71948 1.90064 -0.02 -0.01 -0.01 0.393
H -6.69762 2.00502 0.72592 -0.04 -0.01 -0.01 0.362
H -6.70017 0.31787 0.20671 -0.05 0.01 0.01 0.275
H -4.38978 2.08395 -0.40477 0.00 0.04 0.02 0.445
H -3.06605 3.87086 -0.68611 -0.02 -0.06 0.11 0.564
H -0.81692 4.78288 -1.92272 -0.01 0.00 0.01 0.504
H 1.07350 2.89573 -1.30686 0.00 -0.05 0.01 0.488
H 2.88287 0.05472 4.56770 -0.01 0.03 -0.01 0.465
H 3.44626 -1.37903 3.01825 -0.09 0.10 0.10 0.583
H 4.80453 -0.85563 0.72066 -0.01 -0.04 0.02 0.476
H 3.10901 0.79652 -0.66642 -0.05 -0.11 -0.13 0.808
N -0.99956 -0.26565 -1.68056 -0.01 -0.35 -0.17 0.162
S -2.18693 -0.01329 -2.66537 0.27 0.04 -0.66 0.360
C -2.32337 -1.50979 -3.68535 -0.06 0.09 0.21 0.587
C -3.00022 -1.48932 -4.89643 -0.08 0.04 -0.04 -0.653
C -3.08547 -2.65274 -5.64364 -0.03 0.03 0.01 -0.664
C -2.50886 -3.82697 -5.17506 0.03 -0.04 0.05 -0.518
C -1.84494 -3.83785 -3.95815 -0.03 -0.02 -0.07 -1.016
C -1.75177 -2.67470 -3.20610 0.04 0.03 0.11 0.020
C -1.60150 1.07503 -4.00436 -0.26 -0.05 0.29 0.377
C -2.24233 2.29011 -4.17924 -0.10 -0.10 0.06 -0.421
C -1.77246 3.18031 -5.13477 0.02 0.01 -0.07 -0.656
C -0.66388 2.84908 -5.89871 -0.06 0.04 -0.02 -0.573
C -0.02550 1.62847 -5.71612 0.03 -0.05 0.02 -0.635
C -0.49467 0.73658 -4.76721 0.08 -0.06 0.01 -0.143
H -0.20601 -0.70101 -2.14675 -0.09 -0.14 -0.11 -0.510
H -3.44667 -0.57213 -5.26093 0.02 0.00 -0.02 0.457
H -3.60210 -2.64331 -6.59444 -0.01 0.01 0.01 0.405
H -2.58541 -4.73656 -5.75642 0.01 0.01 -0.02 0.399
H -1.40163 -4.75032 -3.58195 -0.01 0.00 0.00 0.484
H -1.24328 -2.67459 -2.25012 -0.01 0.02 0.01 0.271
H -3.10499 2.53243 -3.57112 0.01 0.04 0.02 0.392
H -2.27440 4.12758 -5.28403 0.01 0.00 0.01 0.444
H -0.29849 3.54032 -6.64725 0.01 0.01 0.01 0.392
H 0.83730 1.36924 -6.31445 0.03 0.01 0.03 0.393
H -0.00388 -0.22027 -4.62658 0.01 0.01 0.00 0.373
F -3.07316 -3.24719 1.79129 0.15 0.01 0.08 -0.328
C -2.37715 -2.98338 0.67482 0.15 0.06 -0.13 0.771
F -2.65403 -3.97376 -0.20104 0.09 0.03 0.03 -0.303
F -2.89282 -1.86131 0.14844 0.07 0.09 -0.03 -0.112
C -0.82182 -2.91677 0.94203 -0.10 0.00 -0.02 0.324
O -0.33056 -3.98607 1.26149 0.07 -0.03 0.00 -0.711
O -0.24788 -1.80244 0.77712 -0.42 -1.19 0.14 -0.680
C 10.86754 -0.37725 -4.36699 -0.08 0.01 0.04 -1.384
C 9.41553 0.00653 -4.45925 0.08 -0.01 0.00 0.779
C 8.90499 0.65240 -5.57900 -0.03 0.01 0.08 -0.779
C 7.56507 0.99524 -5.66104 -0.04 -0.05 -0.03 -0.696
C 6.69526 0.69998 -4.61630 0.07 -0.08 0.05 0.113
N 5.34254 1.08773 -4.73471 0.10 0.09 -0.03 -0.015
C 4.19834 0.52989 -4.20674 0.00 -0.11 -0.16 0.277
O 3.15370 1.15424 -4.18435 0.00 -0.04 0.10 -0.660
N 4.33474 -0.77528 -3.79157 0.02 0.11 -0.04 -0.165
C 3.50007 -1.46809 -2.90359 -0.23 0.05 0.12 0.241
C 3.91786 -2.70701 -2.42303 0.04 -0.02 -0.03 -0.543
C 3.14680 -3.37070 -1.48934 0.01 0.06 -0.06 -1.280
C 1.97251 -2.78014 -1.04409 -0.09 -0.09 0.04 -0.577
N 1.55200 -1.61285 -1.52018 0.21 0.08 -0.11 0.495
C 2.28110 -0.97540 -2.43579 0.13 -0.11 -0.11 -0.667
C 7.20682 0.08838 -3.47155 -0.04 0.03 0.04 -0.267
C 8.54615 -0.25895 -3.40618 -0.01 0.01 -0.11 -0.624
H 11.38335 -0.19467 -5.30807 0.03 0.00 0.01 0.338
H 10.97168 -1.43382 -4.11737 0.04 0.00 -0.01 0.343
H 11.36673 0.19681 -3.58441 0.04 -0.01 -0.02 0.310
H 9.56449 0.88669 -6.40553 -0.01 0.00 -0.01 0.303
H 7.18730 1.49477 -6.54523 -0.02 -0.04 -0.01 0.398
H 5.16596 1.94073 -5.23893 -0.10 0.03 0.04 0.315
H 5.20633 -1.22644 -4.01363 0.06 -0.02 0.03 0.312
H 4.84460 -3.14301 -2.78128 0.02 0.02 0.01 0.392
H 3.45071 -4.33171 -1.09877 0.01 0.00 0.00 0.506
H 1.35584 -3.25039 -0.28759 0.02 0.01 0.03 0.304
H 1.89778 -0.02994 -2.79539 0.04 0.02 -0.05 0.873
H 6.56924 -0.08851 -2.61536 -0.02 0.01 0.00 0.694
H 8.92887 -0.73118 -2.50904 -0.03 -0.01 0.01 0.406
```
Positions in Å, forces in eV/Å.

The LUMO energy is 0.29 eV. The frontier orbital gap is 6.323 eV. The calculation puts the total energy at -3432.7698 Eh. The calculation puts the relative energy (zero: lowest compared OMol25 entry of this formula, charge and spin) at 29.4 kJ/mol. The charge is 0.



Entry 2:
Entry from the Open Molecules 2025 dataset: a structure of composition C47H42GeIrN2O4S (ωB97M-V with the def2-TZVPD basis set).

```
98
Properties=species:S:1:pos:R:3:forces:R:3:lowdin_spin:R:1
Ir -0.99214 0.05332 0.30174 -0.66 -0.39 0.08 2.051
O -0.13436 -0.68442 2.26841 0.11 0.54 0.21 0.260
C 0.86350 -0.09906 2.79891 0.06 -0.13 -0.27 0.091
C 0.94314 0.02065 4.21928 0.01 -0.04 0.03 0.020
C 2.01052 0.62613 4.79958 0.13 0.04 -0.10 0.043
C 3.09739 1.14122 4.02130 -0.02 0.00 0.27 0.054
C 3.07771 1.02342 2.67633 0.02 -0.02 -0.04 -0.004
C 1.96592 0.42253 2.00430 -0.24 0.00 0.12 0.090
C 2.00231 0.39832 0.62006 -0.02 -0.13 -0.02 0.011
N 1.01534 0.05101 -0.22104 0.36 0.21 -0.25 0.191
N 1.36935 0.07457 -1.49263 -0.18 0.17 -0.04 0.273
C 0.30590 0.09999 -2.35618 0.00 -0.10 -0.17 0.069
O -0.87336 0.29106 -1.98888 0.23 -0.07 0.12 0.236
C 0.62359 -0.09480 -3.78339 0.04 0.02 0.02 0.008
C 1.94487 -0.18516 -4.22290 0.02 0.01 0.04 0.012
C 2.20826 -0.38384 -5.56798 0.01 0.02 -0.03 -0.001
C 1.15948 -0.49701 -6.47247 -0.02 -0.01 0.00 0.012
C -0.15761 -0.40317 -6.03671 -0.02 0.00 -0.01 0.001
C -0.42731 -0.20019 -4.69442 0.01 0.00 0.05 0.009
H 0.12482 -0.39214 4.79691 0.04 0.04 -0.02 0.000
H 2.05088 0.71373 5.87838 0.01 0.01 -0.01 0.002
H 3.93390 1.61847 4.51491 -0.05 -0.05 0.02 0.003
H 3.90722 1.39627 2.08504 -0.08 -0.02 -0.03 -0.001
H 2.90190 0.75067 0.12733 0.02 -0.09 -0.06 -0.001
H 2.75089 -0.09053 -3.50621 -0.03 -0.01 -0.05 0.000
H 3.23140 -0.44366 -5.91714 -0.03 -0.03 0.02 0.000
H 1.36926 -0.66220 -7.52231 -0.01 0.03 0.03 0.001
H -0.97231 -0.48654 -6.74612 0.05 -0.01 0.04 0.000
H -1.44423 -0.12832 -4.32996 0.03 -0.03 -0.04 0.001
C -4.00570 -0.21161 -0.20433 0.10 0.11 0.06 0.035
O -2.85646 0.20388 0.53045 -0.17 -0.18 -0.15 0.358
H -4.30881 -1.20994 0.11166 0.06 -0.06 0.10 0.008
H -3.81071 -0.22268 -1.27661 0.12 0.07 -0.02 0.006
H -4.82704 0.47319 -0.00124 0.02 0.11 0.08 0.001
O -0.47958 2.21472 0.35085 -0.33 0.06 0.06 0.069
S -1.35802 3.17327 -0.47493 0.12 -0.16 0.33 0.007
C -2.60380 3.81317 0.70713 0.15 -0.03 0.05 0.002
C -2.02462 4.21999 2.02945 0.06 -0.01 -0.02 0.000
C -1.85680 5.56724 2.33966 0.04 0.04 -0.03 0.000
C -1.25509 5.94853 3.53162 -0.02 -0.02 0.01 0.000
C -0.80654 4.98189 4.42177 -0.02 0.01 -0.02 0.000
C -0.99342 3.63588 4.13216 -0.05 0.00 -0.01 0.000
C -1.60743 3.25599 2.94731 -0.02 -0.01 -0.01 0.000
C -0.26218 4.60291 -0.62036 0.03 -0.09 -0.13 0.004
C 1.05750 4.10718 -1.14342 0.06 0.06 -0.07 0.000
C 1.22467 3.82340 -2.49715 -0.06 0.04 0.01 0.001
C 2.43529 3.33576 -2.96706 0.02 -0.02 0.01 0.001
C 3.48536 3.11745 -2.08328 -0.04 0.00 0.04 0.000
C 3.32160 3.39438 -0.73133 -0.04 0.05 -0.06 0.000
C 2.11014 3.88625 -0.26226 0.05 -0.02 0.03 0.000
H -3.30510 2.98326 0.79981 -0.04 0.00 -0.02 0.000
H -3.08960 4.64154 0.18404 -0.03 -0.07 0.03 0.001
H -2.20758 6.32602 1.64660 0.03 -0.03 0.03 0.000
H -1.14690 6.99997 3.76734 0.03 -0.04 -0.02 0.000
H -0.32520 5.27837 5.34605 -0.05 -0.02 -0.04 0.000
H -0.67326 2.87770 4.83746 0.00 0.04 -0.05 0.000
H -1.77342 2.20519 2.73884 0.03 0.01 -0.03 0.000
H -0.17505 5.04688 0.36996 0.03 0.04 0.01 0.000
H -0.75692 5.29105 -1.30961 0.03 0.02 0.05 0.001
H 0.40347 3.99353 -3.18838 0.07 -0.01 0.03 0.000
H 2.56163 3.13279 -4.02389 -0.02 -0.01 0.05 0.000
H 4.43208 2.73734 -2.44767 -0.03 0.03 0.00 0.000
H 4.14396 3.24172 -0.04169 -0.02 0.01 -0.03 0.000
H 1.98129 4.10403 0.79350 0.00 -0.03 -0.06 0.000
C -3.42320 -4.63220 3.36042 0.01 0.04 0.00 -0.001
C -2.52220 -5.34415 2.58044 0.03 -0.01 -0.04 0.001
C -1.72140 -4.67717 1.66154 -0.11 0.02 0.03 0.003
C -1.81320 -3.29090 1.52267 -0.09 0.07 0.04 0.017
C -2.72210 -2.58299 2.30648 0.05 -0.16 0.04 0.000
C -3.52526 -3.25356 3.22079 0.01 -0.04 -0.02 0.000
Ge -0.64146 -2.49692 0.19324 0.03 0.19 -0.20 0.034
C -1.13862 -3.10401 -1.58760 0.03 0.01 -0.07 0.007
C -2.42914 -2.85497 -2.06009 0.06 -0.05 -0.10 0.003
C -2.84391 -3.35320 -3.28668 0.02 0.04 0.01 0.000
C -1.96823 -4.10781 -4.05983 0.03 0.01 0.01 0.002
C -0.68548 -4.36788 -3.59900 0.01 0.04 0.01 0.000
C -0.26933 -3.86759 -2.36851 -0.15 0.01 -0.08 0.002
C 1.21128 -2.96177 0.55557 0.06 0.07 0.10 0.000
C 1.53580 -3.50508 1.79903 0.04 0.03 0.01 0.000
C 2.84823 -3.84792 2.10261 0.01 0.00 0.00 0.000
C 3.85309 -3.64709 1.16553 -0.03 0.03 -0.02 0.001
C 3.54354 -3.10253 -0.07621 -0.03 0.00 0.02 0.000
C 2.23156 -2.75942 -0.37733 0.09 -0.13 0.11 0.003
H -4.04524 -5.15286 4.07826 0.01 0.02 -0.03 0.000
H -2.44268 -6.41990 2.68477 0.00 0.05 0.00 0.000
H -1.02449 -5.24523 1.05164 -0.03 0.01 0.03 0.000
H -2.79881 -1.50726 2.21607 0.01 0.00 0.02 0.000
H -4.23035 -2.69875 3.82746 0.01 -0.01 0.00 0.000
H -3.12182 -2.27496 -1.46179 0.04 -0.10 -0.03 0.001
H -3.85115 -3.16200 -3.63910 0.05 0.00 0.02 0.000
H -2.28934 -4.49891 -5.01802 0.01 0.01 0.05 0.000
H -0.00619 -4.96744 -4.19397 -0.03 0.04 0.03 0.000
H 0.72970 -4.09331 -2.01742 -0.03 -0.02 0.00 0.000
H 0.75717 -3.65907 2.53985 0.05 0.00 -0.03 0.000
H 3.08625 -4.27588 3.07010 -0.02 0.03 -0.06 0.000
H 4.87636 -3.91534 1.40010 -0.04 0.00 -0.01 0.000
H 4.32405 -2.95092 -0.81374 -0.04 0.00 0.05 0.000
H 2.01257 -2.32159 -1.34391 0.02 -0.04 0.00 0.002
```
Positions in Å, forces in eV/Å.

The LUMO energy (alpha / beta) is -2.97 / -5.06 eV. The frontier orbital gap (alpha / beta) is 7.310 / 5.922 eV. Its spin multiplicity is 5. The calculation puts the total energy at -4805.7858 Eh. The calculation puts the relative energy (zero: lowest compared OMol25 entry of this formula, charge and spin) at 32.4 kJ/mol. The charge is +1.